Record 1
Molecular formula: C30H42O30
Method: DFT, wB97M-V/def2-TZVPD

Results
HOMO (hartree): -0.376
DFT total energy (eV): -93210.575
Frontier orbital gap (eV): 10.384
Multiplicity: 1
Relative energy (zero: lowest compared OMol25 entry of this formula, charge and spin) (kJ/mol): 438.8
LUMO level (Ha): 0.005
SMILES: COC(=O)OC.O=C1OCCO1.O=C1OCCO1.O=C1OCCO1.O=C1OCCO1.O=C1OCCO1.O=C1OCCO1.O=C1OCCO1.O=C1OCCO1.O=C1OCCO1

Positions of all 102 atoms, in Å:
C 0.349 0.468 0.208
O 0.295 1.729 0.643
C -0.874 2.333 0.968
O -1.993 1.766 1.067
O -0.589 3.558 1.297
C -1.536 4.491 1.726
H -0.028 -0.031 1.101
H 1.391 0.179 0.069
H -0.179 0.028 -0.638
H -2.151 4.110 2.542
H -2.170 4.584 0.845
H -1.011 5.407 1.998
O 0.417 7.837 -3.300
C 1.185 6.849 -3.413
O 2.464 6.827 -3.102
C 2.969 5.488 -3.235
C 1.871 4.853 -4.051
O 0.721 5.607 -3.799
H 3.882 5.339 -3.811
H 3.051 4.930 -2.302
H 1.632 3.803 -3.885
H 2.265 4.892 -5.067
O -6.538 -5.125 -4.915
C -6.018 -4.367 -4.090
O -6.215 -4.351 -2.774
C -5.950 -3.111 -2.269
C -4.905 -2.667 -3.337
O -5.236 -3.386 -4.454
H -6.738 -2.358 -2.233
H -5.535 -3.271 -1.273
H -3.910 -3.032 -3.086
H -4.936 -1.580 -3.410
O -6.327 -0.432 4.618
C -5.196 -0.170 5.029
O -4.773 1.008 5.590
C -3.402 0.918 5.860
C -3.097 -0.565 5.791
O -4.261 -1.097 5.166
H -2.730 1.596 5.333
H -3.307 1.277 6.885
H -3.060 -0.934 6.816
H -2.207 -0.700 5.176
O -1.621 -6.417 1.887
C -1.821 -7.443 1.282
O -2.978 -7.847 0.693
C -2.662 -9.132 0.064
C -1.543 -9.651 0.910
O -0.963 -8.445 1.327
H -3.503 -9.813 0.193
H -2.401 -9.080 -0.993
H -0.817 -10.212 0.321
H -1.748 -10.336 1.734
O 5.766 -3.921 -3.599
C 5.945 -4.979 -2.966
O 6.987 -5.768 -3.129
C 6.972 -6.637 -1.957
C 5.523 -6.810 -1.565
O 5.104 -5.512 -2.078
H 7.504 -7.580 -2.086
H 7.604 -6.271 -1.147
H 5.511 -6.855 -0.476
H 4.959 -7.616 -2.033
O 3.045 8.748 6.868
C 3.405 8.876 8.045
O 4.395 8.170 8.662
C 4.679 8.715 9.934
C 3.404 9.562 10.152
O 3.025 9.870 8.821
H 4.677 7.929 10.688
H 5.568 9.346 9.969
H 3.674 10.432 10.751
H 2.603 8.926 10.529
O 6.010 -2.459 3.051
C 6.496 -1.496 2.445
O 7.400 -1.677 1.516
C 7.811 -0.372 1.023
C 6.974 0.563 1.843
O 6.309 -0.288 2.715
H 8.874 -0.159 1.132
H 7.596 -0.354 -0.045
H 6.272 0.952 1.105
H 7.597 1.370 2.229
O -8.686 2.044 -3.231
C -8.495 2.826 -2.252
O -9.454 3.648 -1.817
C -8.853 4.433 -0.785
C -7.720 3.537 -0.299
O -7.399 2.871 -1.498
H -8.539 5.417 -1.132
H -9.533 4.448 0.066
H -8.070 2.891 0.507
H -6.801 4.005 0.053
O 0.113 -1.226 -6.781
C 0.739 -1.793 -7.672
O 0.840 -3.120 -7.729
C 1.327 -3.476 -9.031
C 2.096 -2.179 -9.430
O 1.384 -1.215 -8.694
H 1.934 -4.379 -9.084
H 0.550 -3.616 -9.783
H 2.210 -1.898 -10.477
H 3.107 -2.247 -9.029

These are the Mulliken partial charges, in e, on atoms 1 to 8: C -0.62; O -0.29; C 0.83; O -0.61; O -0.30; C -0.56; H 0.28; H 0.23

Record 2
Molecular formula: C30H43Cl3CrN5O3Si
Method: DFT, wB97M-V/def2-TZVPD

Results
HOMO (spin up / spin down) (hartree): -0.093 / -0.189
Total charge: -1
DFT total energy (eV): -119268.734
Frontier orbital gap (spin up / spin down) (eV): 4.367 / 6.963
Multiplicity: 5
Relative energy (zero: lowest compared OMol25 entry of this formula, charge and spin) (kJ/mol): 506.4
⟨S²⟩: 6.0148
LUMO level (spin up / spin down) (Ha): 0.067 / 0.067

Positions of all 86 atoms, in Å:
C 2.066 5.267 -3.240
C 1.782 4.872 -1.812
H 1.822 6.324 -3.332
H 1.467 4.643 -3.880
H 3.101 5.140 -3.550
C 2.231 5.585 -0.826
C 2.994 6.891 -0.850
H 2.153 5.326 0.242
H 2.436 7.669 -1.390
H 3.922 6.680 -1.417
H 3.330 7.231 0.145
Cr -1.015 -1.541 -0.451
Cl 0.603 -2.280 -1.788
Cl -2.455 -1.030 -2.019
H -4.073 -6.444 -0.226
H -2.508 -7.105 -1.806
C -3.900 -5.359 -0.259
C -2.422 -6.055 -2.135
N -2.623 -5.210 -0.970
H -3.809 -4.947 0.752
C -1.881 -4.105 -0.856
O -2.179 -3.173 -0.067
H -1.401 -5.878 -2.517
H -0.997 -4.061 -1.530
H -4.732 -4.862 -0.796
H -3.179 -5.837 -2.921
H -1.353 2.557 -0.338
H -0.840 3.612 2.460
C -2.286 2.906 0.161
C -1.892 3.274 2.572
N -2.372 2.398 1.518
H -3.136 2.607 -0.452
C -2.636 1.080 1.858
O -3.124 0.212 1.118
H -1.985 2.705 3.515
H -2.326 0.843 2.899
H -2.298 4.007 0.208
H -2.532 4.172 2.577
O -0.065 3.149 -2.364
C 1.222 3.407 -1.667
C 1.258 3.511 0.973
C 1.594 2.851 -0.224
H 0.654 4.389 0.942
C 1.785 3.093 2.205
H 1.881 2.817 -2.284
C 2.404 1.705 -0.105
H 1.742 3.759 3.066
C 2.402 1.853 2.330
C 2.722 1.167 1.158
H 2.771 1.231 -1.001
H 2.707 1.469 3.318
H 3.264 0.236 1.216
Si -1.110 2.018 -3.443
Cl -0.114 0.368 0.207
C -3.064 1.596 -3.265
C -0.439 0.273 -3.936
C -0.761 3.018 -4.917
H -3.411 1.605 -2.216
H -3.621 0.706 -3.648
H -3.643 2.423 -3.676
H -0.780 4.080 -4.574
H -1.541 2.752 -5.669
H 0.265 2.728 -5.249
H 0.102 -0.274 -3.163
H 0.253 0.421 -4.779
H -1.194 -0.435 -4.311
N 2.521 -8.588 5.855
C 2.362 -7.555 5.306
C 2.156 -6.309 4.642
C 2.274 -6.235 3.249
C 2.053 -5.045 2.599
C 1.716 -3.958 3.384
C 1.595 -3.965 4.776
C 1.824 -5.176 5.411
N 1.226 -2.842 2.719
C 0.897 -1.591 3.275
C 0.165 -0.954 2.328
N -0.041 -1.850 1.270
C 0.710 -2.882 1.475
H 2.532 -7.105 2.664
H 2.110 -4.993 1.519
H 1.263 -3.081 5.335
H 1.729 -5.233 6.503
H 1.077 -1.227 4.303
H -0.031 0.144 2.308
H 0.868 -3.633 0.707

These are the Mulliken partial charges, in e, on atoms 1 to 8: C -1.66; C 0.50; H 0.45; H 0.15; H 0.30; C 0.47; C -1.44; H 0.32

Record 3
Molecular formula: C30H43Co2O7Si4
Method: DFT, wB97M-V/def2-TZVPD

Results
HOMO (hartree): -0.138
Total charge: -1
DFT total energy (eV): -152903.995
Frontier orbital gap (eV): 5.525
Multiplicity: 1
Relative energy (zero: lowest compared OMol25 entry of this formula, charge and spin) (kJ/mol): 286.7
LUMO level (Ha): 0.065

Positions of all 86 atoms, in Å:
C -3.403 -3.682 -3.480
Si -3.494 -2.723 -1.846
C -5.317 -2.284 -1.648
C -3.002 -3.899 -0.469
Si -2.015 -0.851 -1.660
Si -0.197 -1.634 -2.882
C -0.424 -2.335 -4.623
C 0.941 -0.159 -3.131
C 0.566 -2.933 -1.770
Si -3.070 0.561 -3.249
C -2.981 -0.087 -5.024
C -4.894 0.845 -2.870
C -2.134 2.187 -3.147
O -1.118 -0.195 -0.068
C -1.431 0.672 0.890
C -0.730 0.699 2.121
C -1.448 1.110 3.357
C -2.724 1.953 3.106
C -2.724 2.613 1.734
C -2.595 1.584 0.620
H -4.231 -4.409 -3.485
H -3.513 -3.052 -4.371
H -2.467 -4.248 -3.561
H -5.853 -3.185 -1.312
H -5.478 -1.496 -0.902
H -5.759 -1.961 -2.599
H -3.855 -4.563 -0.270
H -2.137 -4.514 -0.749
H -2.764 -3.355 0.455
H 0.465 -2.940 -4.854
H -1.299 -2.974 -4.761
H -0.470 -1.526 -5.359
H 1.970 -0.546 -3.199
H 0.701 0.355 -4.073
H 0.914 0.566 -2.305
H 1.545 -3.207 -2.185
H 0.723 -2.554 -0.752
H -0.052 -3.837 -1.721
H -3.689 0.503 -5.627
H -1.981 0.052 -5.454
H -3.259 -1.143 -5.121
H -5.179 1.857 -3.194
H -5.515 0.126 -3.421
H -5.124 0.754 -1.801
H -2.235 2.694 -4.119
H -2.579 2.830 -2.377
H -1.064 2.060 -2.934
H -0.059 -0.163 2.244
H -1.754 0.199 3.903
H -0.789 1.648 4.048
H -3.595 1.287 3.183
H -2.845 2.715 3.893
H -3.630 3.210 1.602
H -1.869 3.291 1.664
H -2.466 2.089 -0.352
H -3.524 0.994 0.504
O 1.581 1.249 -0.466
C 2.452 1.551 0.250
Co 3.857 2.048 1.205
C 5.172 1.849 0.077
O 6.085 1.749 -0.631
C 3.769 3.777 1.192
O 3.712 4.932 1.262
C 3.962 1.289 3.136
C 5.240 0.593 3.369
C 5.676 -0.477 2.550
C 6.920 -1.086 2.773
C 7.749 -0.659 3.817
C 7.330 0.411 4.624
C 6.094 1.028 4.408
C 3.022 1.903 3.912
C 2.314 2.751 4.653
Co 2.232 0.782 2.741
C 2.297 -0.694 1.787
O 2.301 -1.690 1.196
C 1.212 2.218 2.169
O 0.783 3.285 1.985
C 1.419 -0.094 4.098
O 1.000 -0.676 5.006
H 5.032 -0.832 1.737
H 7.240 -1.897 2.111
H 8.715 -1.147 3.995
H 7.977 0.773 5.427
H 5.765 1.864 5.035
H 1.224 2.720 4.657
H 2.782 3.483 5.326

These are the Mulliken partial charges, in e, on atoms 1 to 8: C -1.21; Si 0.54; C -1.18; C -1.17; Si -0.26; Si 0.58; C -1.06; C -0.63

Record 4
Molecular formula: C30H43F5MoP2
Method: DFT, wB97M-V/def2-TZVPD

Results
HOMO (spin up / spin down) (hartree): -0.466 / -0.463
Total charge: +2
DFT total energy (eV): -65802.411
Frontier orbital gap (spin up / spin down) (eV): 3.434 / 3.437
Multiplicity: 3
Relative energy (zero: lowest compared OMol25 entry of this formula, charge and spin) (kJ/mol): 883.5
⟨S²⟩: 2.0265
LUMO level (spin up / spin down) (Ha): -0.340 / -0.337

Positions of all 81 atoms, in Å:
Mo -1.720 -2.207 0.110
C 0.979 2.650 -2.335
C -0.122 3.103 -1.558
C 1.797 3.487 -0.362
C 2.167 2.870 -1.581
C 0.380 3.613 -0.336
C 0.922 2.001 -3.664
H 0.034 2.329 -4.229
H 0.883 0.887 -3.570
H 1.823 2.268 -4.238
C 3.537 2.500 -1.974
H 3.553 2.107 -2.995
H 3.935 1.722 -1.308
H 4.224 3.356 -1.925
C 2.719 3.933 0.710
H 2.916 5.016 0.668
H 3.686 3.424 0.624
H 2.302 3.713 1.704
C -0.406 4.182 0.775
H -0.150 5.242 0.948
H -0.224 3.640 1.721
H -1.480 4.128 0.555
C -1.560 3.048 -1.928
H -2.037 4.023 -1.740
H -2.115 2.295 -1.345
H -1.691 2.818 -2.993
C -1.537 -4.129 0.407
C -1.984 -3.856 -0.986
C -3.449 -3.960 -1.365
C -4.350 -2.800 -0.823
C -3.648 -1.800 0.081
C -3.182 -2.185 1.422
C -3.487 -3.569 1.973
C -2.501 -4.659 1.449
H -3.872 -4.940 -1.074
H -5.242 -3.229 -0.331
H -3.515 -3.952 -2.468
H -3.049 -5.564 1.114
H -0.530 -4.537 0.478
H -1.292 -4.160 -1.775
H -1.914 -5.037 2.311
H -3.424 -3.564 3.074
H -3.171 -1.397 2.177
H -4.531 -3.867 1.769
H -4.730 -2.229 -1.686
H -3.966 -0.752 -0.044
P -0.577 -0.488 -2.331
P -0.056 1.418 3.125
C -0.430 -0.955 1.209
C -0.474 -0.481 2.616
H 2.111 0.115 0.406
H 0.512 -0.676 0.690
H -1.462 -0.684 3.091
H 0.326 -0.983 3.197
C 0.558 1.068 4.816
H 0.846 2.015 5.286
H 1.458 0.448 4.710
H -0.180 0.542 5.425
C -1.821 1.881 3.356
H -2.209 1.509 4.314
H -2.414 1.462 2.535
H -1.916 2.976 3.311
C 0.255 -1.800 -3.284
H 0.080 -1.645 -4.364
H -0.129 -2.780 -2.956
H 1.337 -1.746 -3.069
C -2.130 -0.481 -3.296
H -2.716 0.399 -2.978
H -2.722 -1.389 -3.100
H -1.880 -0.386 -4.367
F 3.392 1.194 2.457
C 3.970 0.434 1.465
C 3.168 -0.153 0.498
C 3.743 -1.090 -0.361
F 2.950 -1.829 -1.197
C 5.114 -1.323 -0.364
F 5.665 -2.163 -1.265
C 5.925 -0.658 0.572
F 7.243 -0.887 0.594
C 5.348 0.245 1.483
F 6.133 0.930 2.343

These are the Mulliken partial charges, in e, on atoms 1 to 8: Mo -0.32; C 0.29; C 0.89; C 0.77; C 0.54; C 0.57; C -1.70; H 0.41

Record 5
Molecular formula: C30H43F5OP2Y
Method: DFT, wB97M-V/def2-TZVPD

Results
HOMO (hartree): -0.394
Total charge: +1
DFT total energy (eV): -67058.103
Frontier orbital gap (eV): 7.741
Multiplicity: 1
Relative energy (zero: lowest compared OMol25 entry of this formula, charge and spin) (kJ/mol): 0.0
LUMO level (Ha): -0.110

Positions of all 82 atoms, in Å:
Y 0.247 -0.099 -0.349
C -1.300 1.915 -0.558
C -1.813 1.117 0.516
C 0.230 1.980 1.176
C -0.036 2.442 -0.152
C -0.863 1.159 1.587
C -1.980 2.247 -1.836
H -2.737 1.494 -2.093
H -1.253 2.289 -2.658
H -2.473 3.231 -1.778
C 0.822 3.365 -0.929
H 0.527 3.391 -1.983
H 1.870 3.053 -0.881
H 0.768 4.389 -0.533
C 1.396 2.374 2.001
H 1.310 3.421 2.327
H 2.325 2.287 1.422
H 1.481 1.741 2.892
C -0.990 0.532 2.928
H -1.331 1.265 3.676
H -0.021 0.146 3.273
H -1.707 -0.297 2.924
C -3.149 0.470 0.559
H -3.915 1.138 0.987
H -3.124 -0.440 1.172
H -3.483 0.189 -0.445
C -1.266 -5.041 -3.892
C -2.479 -4.470 -4.026
C -3.766 -5.161 -3.707
C -3.745 -6.027 -2.408
C -2.844 -5.543 -1.315
C -1.612 -6.040 -1.077
C -0.791 -6.821 -2.060
C -0.999 -6.477 -3.573
H -4.074 -5.818 -4.548
H -3.538 -7.079 -2.685
H -4.571 -4.414 -3.606
H -1.741 -7.162 -4.015
H -0.371 -4.499 -4.199
H -2.586 -3.544 -4.601
H -0.038 -6.718 -4.060
H 0.278 -6.656 -1.825
H -1.211 -6.029 -0.051
H -0.967 -7.910 -1.928
H -4.775 -6.012 -2.009
H -3.305 -4.836 -0.614
P -0.586 -1.791 -2.280
P 0.304 -2.498 1.091
C -0.232 -3.466 -1.566
C 0.613 -3.688 -0.301
H 0.221 -4.056 -2.377
H -1.235 -3.891 -1.412
H 0.425 -4.701 0.087
H 1.677 -3.630 -0.573
C 1.771 -2.724 2.137
H 1.678 -2.079 3.022
H 2.677 -2.419 1.596
H 1.871 -3.769 2.457
C -1.049 -3.264 2.054
H -0.807 -4.311 2.298
H -1.987 -3.227 1.480
H -1.195 -2.692 2.984
C -0.005 -1.883 -3.994
H -0.230 -0.938 -4.505
H -0.489 -2.699 -4.543
H 1.088 -2.027 -4.011
C -2.420 -1.743 -2.301
H -2.825 -1.615 -1.283
H -2.840 -2.670 -2.714
H -2.754 -0.899 -2.916
F 7.716 -0.113 -0.887
C 6.379 -0.020 -0.807
C 5.578 -1.146 -1.015
F 6.151 -2.339 -1.279
C 4.205 -1.040 -0.937
F 3.423 -2.141 -1.161
C 3.585 0.192 -0.627
O 2.290 0.286 -0.505
C 4.420 1.306 -0.435
F 3.861 2.519 -0.168
C 5.790 1.209 -0.505
F 6.557 2.292 -0.279

These are the Mulliken partial charges, in e, on atoms 1 to 8: Y 0.73; C 0.12; C 0.99; C 0.95; C 0.78; C 0.27; C -1.62; H 0.33